Below is 13 unconnected molecules or ions with the total composition C47H78O39, with properties calculated with the ωB97M-V functional and the def2-TZVPD basis.

Summary:
* DFT total energy: -4771.98903 hartree
* largest force on an atom: 0.122 hartree/bohr
* relative energy (zero: lowest compared OMol25 entry of this formula, charge and spin): 83.1 kcal per mole

Atoms and positions in Å:
C -2.099 4.914 7.871
C -1.002 4.820 6.803
C 0.233 4.008 7.131
O 0.432 3.149 6.050
C -0.513 3.392 5.110
O -0.558 2.897 3.933
O -1.405 4.190 5.621
H -2.855 5.584 7.461
H -1.606 5.403 8.712
H -2.388 3.913 8.191
H -0.654 5.841 6.650
H 0.083 3.468 8.066
H 1.089 4.679 7.058
C 3.296 3.500 0.373
C 3.681 3.868 -1.035
C 3.781 5.287 -1.242
O 5.152 5.489 -1.445
C 5.804 4.352 -1.632
O 6.938 4.228 -2.098
O 4.957 3.383 -1.315
H 2.222 3.385 0.520
H 3.642 4.190 1.142
H 3.716 2.527 0.630
H 3.043 3.463 -1.820
H 3.659 5.706 -0.243
H 3.115 5.707 -1.996
C 1.347 -6.707 -5.525
C 2.173 -6.502 -4.271
C 3.394 -5.591 -4.302
O 3.194 -4.764 -3.192
C 2.008 -4.840 -2.714
O 1.596 -4.233 -1.727
O 1.320 -5.811 -3.339
H 0.569 -7.468 -5.461
H 2.044 -7.033 -6.297
H 0.898 -5.764 -5.836
H 2.537 -7.456 -3.889
H 3.381 -4.995 -5.214
H 4.370 -6.040 -4.115
C -3.119 6.291 -3.756
C -1.843 6.002 -2.847
C -1.742 4.723 -2.110
O -0.476 4.225 -2.303
C 0.059 4.973 -3.323
O 1.227 4.924 -3.856
O -0.797 5.896 -3.733
H -3.892 6.659 -3.081
H -3.481 5.433 -4.324
H -2.921 7.162 -4.380
H -1.718 6.822 -2.140
H -2.422 4.045 -2.625
H -1.848 4.832 -1.030
C 4.264 -4.517 0.709
C 4.946 -5.221 1.881
C 4.934 -4.351 3.159
O 4.558 -5.249 4.220
C 4.060 -6.362 3.669
O 3.545 -7.314 4.316
O 4.236 -6.331 2.337
H 3.260 -4.203 0.996
H 4.228 -5.176 -0.159
H 4.758 -3.560 0.548
H 5.954 -5.605 1.725
H 4.376 -3.419 3.070
H 5.888 -3.975 3.526
C -1.725 -2.968 0.685
C -2.558 -2.391 1.862
C -3.801 -1.613 1.424
O -4.716 -2.122 2.377
C -4.290 -3.267 2.942
O -4.928 -4.138 3.605
O -3.115 -3.518 2.500
H -1.434 -2.214 -0.047
H -2.445 -3.567 0.128
H -0.793 -3.503 0.868
H -2.052 -1.855 2.666
H -4.089 -1.764 0.384
H -3.579 -0.552 1.544
C -2.921 0.713 5.300
C -4.079 1.578 4.789
C -3.968 2.117 3.347
O -5.244 1.869 2.817
C -5.972 1.047 3.614
O -7.140 0.749 3.394
O -5.278 0.764 4.708
H -1.920 1.122 5.160
H -2.960 -0.259 4.810
H -3.018 0.611 6.381
H -4.261 2.431 5.443
H -3.148 1.641 2.809
H -3.693 3.167 3.252
C -5.147 6.956 0.181
C -5.165 5.619 0.923
C -6.505 4.839 0.764
O -6.004 3.621 0.168
C -4.603 3.564 0.088
O -3.976 2.679 -0.445
O -4.093 4.721 0.532
H -4.688 7.721 0.806
H -6.125 7.323 -0.129
H -4.531 6.902 -0.717
H -5.135 5.701 2.009
H -7.237 5.344 0.134
H -6.933 4.462 1.693
C 0.601 -2.275 -4.811
O 2.018 -2.063 -4.832
C 2.843 -2.440 -5.869
O 4.069 -2.224 -5.907
O 2.188 -3.172 -6.787
C 2.755 -3.706 -7.959
H 0.237 -2.071 -3.804
H 0.293 -3.299 -5.021
H 0.059 -1.699 -5.561
H 3.399 -2.922 -8.357
H 1.976 -3.956 -8.679
H 3.287 -4.631 -7.739
C -0.779 2.400 0.338
O 0.325 1.626 0.056
C 0.426 0.426 0.476
O -0.412 -0.210 1.111
O 1.488 -0.142 -0.201
C 1.606 -1.514 -0.426
H -0.702 3.418 -0.042
H -1.028 2.384 1.399
H -1.766 2.123 -0.034
H 2.515 -1.729 -0.988
H 0.841 -1.902 -1.099
H 1.510 -2.111 0.481
C -1.123 -4.861 4.506
O -1.141 -3.422 4.487
C -0.016 -2.821 4.070
O 1.030 -3.342 3.604
O -0.140 -1.443 4.340
C 0.851 -0.461 4.178
H -0.189 -5.153 4.985
H -1.055 -5.342 3.530
H -1.960 -5.292 5.055
H 1.284 -0.297 3.191
H 1.685 -0.767 4.809
H 0.484 0.509 4.512
C 6.243 -3.832 -2.041
O 5.782 -2.664 -1.357
C 5.175 -1.748 -2.073
O 5.159 -1.674 -3.297
O 4.706 -0.765 -1.200
C 4.211 0.387 -1.805
H 5.378 -4.281 -2.529
H 6.680 -4.559 -1.357
H 6.971 -3.648 -2.832
H 4.926 1.149 -2.114
H 3.561 0.829 -1.050
H 3.515 0.161 -2.613
C -2.008 0.595 -2.338
O -1.888 -0.550 -3.204
C -2.877 -0.969 -4.046
O -4.043 -0.493 -4.118
O -2.410 -1.878 -4.910
C -3.283 -2.578 -5.769
H -2.591 0.364 -1.447
H -2.441 1.459 -2.842
H -0.998 0.781 -1.972
H -3.554 -1.877 -6.559
H -4.198 -2.735 -5.198
H -2.832 -3.467 -6.208

Atom charges from the Mulliken analysis, given in e for atoms 1 to 2:
1. C -1.468
2. C 0.387



Below is 11 unconnected molecules or ions with the total composition C47H83N2O32P, with properties calculated with the ωB97M-V functional and the def2-TZVPD basis.

Summary:
* DFT total energy: -4699.16932 hartree
* SMILES: O=[N+]([O-])c1ccccc1.O=[N+]([O-])c1ccccc1.COP(=O)(OC)OC.CCOC(=O)OC.CCOC(=O)OC.CCOC(=O)OC.CCOC(=O)OC.CCOC(=O)OC.CCOC(=O)OC.CCOC(=O)OC.CCOC(=O)OC
* largest force on an atom: 0.045 hartree/bohr

Atoms and positions in Å:
O -6.712 -2.805 -2.267
N -5.737 -2.292 -1.764
O -4.635 -2.802 -1.786
C -5.869 -0.995 -1.097
C -7.113 -0.564 -0.670
C -7.285 0.717 -0.164
C -6.166 1.501 0.015
C -4.917 1.102 -0.486
C -4.765 -0.147 -1.041
H -7.905 -1.299 -0.754
H -8.234 1.083 0.200
H -6.338 2.487 0.430
H -4.061 1.757 -0.403
H -3.838 -0.419 -1.528
O -1.188 -3.118 -0.703
N -1.561 -2.133 -0.127
O -2.532 -2.080 0.616
C -0.705 -0.944 -0.094
C -1.284 0.284 0.164
C -0.475 1.410 0.018
C 0.891 1.261 -0.256
C 1.445 -0.001 -0.420
C 0.639 -1.125 -0.323
H -2.342 0.489 0.207
H -0.895 2.391 0.194
H 1.468 2.176 -0.255
H 2.519 -0.035 -0.561
H 1.091 -2.103 -0.416
C 4.512 -3.026 1.992
O 4.270 -2.080 0.946
P 5.375 -1.685 -0.141
O 4.776 -1.039 -1.307
O 6.405 -0.771 0.656
C 5.940 0.146 1.642
O 6.147 -3.078 -0.380
C 7.514 -3.009 -0.783
H 4.932 -2.563 2.891
H 5.275 -3.723 1.649
H 3.614 -3.548 2.313
H 5.959 -0.309 2.636
H 4.908 0.429 1.440
H 6.577 1.021 1.736
H 8.127 -2.522 -0.026
H 7.703 -2.672 -1.802
H 7.855 -4.049 -0.806
C 8.354 4.661 -0.589
C 6.839 4.935 -0.533
O 6.318 4.081 0.476
C 4.978 4.151 0.624
O 4.257 4.896 0.031
O 4.656 3.211 1.508
C 3.270 3.090 1.785
H 8.700 4.995 0.395
H 8.948 5.089 -1.388
H 8.496 3.579 -0.567
H 6.435 4.592 -1.491
H 6.592 5.984 -0.385
H 3.163 2.939 2.858
H 2.829 2.187 1.359
H 2.582 3.880 1.499
C -2.520 -6.036 -2.095
C -3.322 -6.396 -3.338
O -3.092 -7.749 -3.758
C -2.184 -7.959 -4.701
O -1.408 -7.131 -5.096
O -2.329 -9.207 -5.120
C -1.341 -9.691 -6.014
H -2.968 -5.154 -1.648
H -1.484 -5.891 -2.411
H -2.406 -6.908 -1.450
H -3.131 -5.670 -4.130
H -4.404 -6.318 -3.227
H -1.448 -9.268 -7.015
H -1.484 -10.760 -6.149
H -0.338 -9.490 -5.644
C 4.793 2.784 -8.514
C 5.359 2.480 -7.134
O 4.442 1.658 -6.408
C 4.423 1.755 -5.083
O 5.084 2.489 -4.397
O 3.522 0.890 -4.648
C 3.364 0.707 -3.245
H 4.024 2.058 -8.789
H 5.495 2.650 -9.340
H 4.369 3.780 -8.619
H 5.531 3.406 -6.584
H 6.297 1.923 -7.144
H 4.305 0.972 -2.763
H 3.118 -0.305 -2.951
H 2.662 1.430 -2.826
C 1.349 2.159 5.061
C 0.258 3.176 5.249
O 0.427 4.319 4.395
C 0.011 4.272 3.139
O -0.741 3.458 2.665
O 0.652 5.241 2.512
C 0.563 5.476 1.116
H 1.149 1.346 5.763
H 2.348 2.527 5.305
H 1.445 1.730 4.062
H 0.314 3.526 6.277
H -0.727 2.793 4.975
H -0.366 5.939 0.783
H 0.704 4.586 0.500
H 1.405 6.141 0.943
C -0.499 -0.571 3.465
C -1.910 -0.404 3.967
O -2.103 -0.978 5.268
C -2.006 -2.303 5.415
O -1.927 -3.162 4.582
O -2.181 -2.552 6.706
C -2.067 -3.883 7.170
H -0.294 -1.607 3.200
H 0.283 -0.260 4.163
H -0.304 0.081 2.611
H -2.610 -0.747 3.201
H -2.186 0.630 4.156
H -1.707 -3.829 8.197
H -1.364 -4.456 6.570
H -3.052 -4.349 7.231
C -2.479 -5.572 1.750
C -1.060 -5.549 2.324
O -0.180 -5.346 1.209
C 1.114 -5.072 1.371
O 1.640 -4.949 2.445
O 1.811 -5.110 0.244
C 1.187 -5.558 -0.964
H -2.601 -4.797 0.998
H -3.123 -5.351 2.604
H -2.756 -6.557 1.379
H -0.808 -6.495 2.804
H -0.973 -4.713 3.015
H 1.785 -5.470 -1.870
H 0.315 -4.940 -1.167
H 0.961 -6.614 -0.828
C -3.779 2.029 2.616
C -4.440 2.354 3.948
O -5.849 2.306 3.785
C -6.550 3.452 3.791
O -6.172 4.502 4.249
O -7.724 3.208 3.251
C -8.674 4.279 3.223
H -2.693 2.085 2.668
H -4.181 2.793 1.944
H -4.012 1.056 2.183
H -4.055 3.271 4.390
H -4.178 1.548 4.639
H -8.270 5.124 2.669
H -8.981 4.564 4.225
H -9.522 3.880 2.673
C -2.113 6.980 -2.443
C -2.585 5.985 -3.517
O -1.463 5.150 -3.787
C -1.490 3.873 -3.396
O -2.256 3.332 -2.654
O -0.431 3.288 -3.927
C -0.250 1.900 -3.806
H -1.279 7.533 -2.871
H -1.698 6.426 -1.600
H -2.924 7.606 -2.076
H -2.831 6.515 -4.438
H -3.534 5.527 -3.234
H -1.144 1.301 -3.986
H 0.035 1.619 -2.786
H 0.613 1.668 -4.425

Atom charges from the Mulliken analysis, given in e for atoms 1 to 2:
1. O -0.616
2. N 0.998